[1]
The following is a DFT calculation (ωB97M-V/def2-TZVPD) of C15H23NO8PRuTe as an isolated structure.

The electronic energy is -1946.46296 Eh. Its relative energy (zero: lowest compared OMol25 entry of this formula, charge and spin) is 0.0 kcal per mole. As for the multiplicity: 2. As for the largest force on an atom: 0.12 eV/A.

Structure (XYZ):
```
50
C15H23NO8PRuTe (ωB97M-V/def2-TZVPD)
Ru -0.272 1.038 0.074
O 1.327 4.704 0.199
C 1.212 3.505 0.114
O 0.105 2.924 -0.308
C 2.405 2.593 0.422
C 2.578 1.524 -0.663
C 3.961 0.886 -0.599
C 3.848 0.002 0.671
C 2.425 0.297 1.130
O 1.734 0.450 -0.148
C 2.312 1.709 1.717
C 1.043 1.838 2.563
O 1.105 2.289 3.684
O -0.062 1.377 2.031
H 3.270 3.249 0.475
H 2.218 1.798 -1.651
H 4.742 1.640 -0.530
H 4.146 0.283 -1.487
H 4.573 0.261 1.440
H 3.967 -1.053 0.431
H 1.923 -0.482 1.698
H 3.144 1.929 2.382
C -4.539 4.016 0.881
C -4.564 2.487 0.810
C -3.240 1.951 0.511
N -2.188 1.562 0.307
H -5.537 4.384 1.112
H -4.220 4.443 -0.067
H -3.854 4.355 1.656
H -5.249 2.135 0.037
H -4.885 2.052 1.757
C -2.969 -4.533 -0.969
C -2.847 -3.236 -0.206
O -2.490 -2.160 -1.116
P -1.036 -1.552 -1.071
O -0.652 -1.031 0.310
Te -0.792 0.281 -2.549
O -0.152 -2.837 -1.400
C 1.286 -2.733 -1.306
C 1.877 -4.034 -1.789
H -3.286 -5.328 -0.293
H -2.012 -4.809 -1.409
H -3.708 -4.440 -1.764
H -2.105 -3.301 0.591
H -3.796 -2.938 0.238
H 1.547 -2.527 -0.267
H 1.614 -1.889 -1.918
H 1.529 -4.867 -1.179
H 2.965 -3.991 -1.725
H 1.600 -4.220 -2.826
```

These are the Mulliken partial charges, in e, on atoms 1 to 8:
1. Ru 0.496
2. O -0.669
3. C -0.001
4. O -0.645
5. C -0.039
6. C -0.055
7. C -0.998
8. C -0.891



[2]
The following is a DFT calculation (ωB97M-V/def2-TZVPD) of a 2-piece molecular cluster, C11H10NO2 overall.

As for the net charge: -1. The electronic energy is -630.34227 Eh. Its relative energy (zero: lowest compared OMol25 entry of this formula, charge and spin) is 4.2 kcal per mole. As for the largest force on an atom: 3.60 eV/A.

Structure (XYZ):
```
24
C11H10NO2 (ωB97M-V/def2-TZVPD)
C -0.593 3.165 0.668
C 0.522 3.360 -0.147
C -1.082 1.874 0.901
C 1.299 2.383 -0.670
C -0.366 0.746 0.341
C -0.516 -0.592 0.530
C 0.888 1.005 -0.394
C -1.489 -2.545 1.926
C 0.454 -1.094 -0.449
C -0.430 -1.385 -1.651
C 1.177 -2.305 0.116
N 1.439 -0.100 -0.860
O -0.765 -2.404 2.844
O -2.393 -2.832 1.273
H -1.255 4.036 0.860
H 0.622 4.374 -0.325
H -1.909 1.804 1.573
H 1.887 2.606 -1.593
H 0.172 -1.531 -2.623
H -0.877 -0.478 -1.901
H -1.067 -2.142 -1.342
H 2.161 -2.595 -0.372
H 0.524 -3.265 0.263
H 1.597 -2.084 1.029
```

These are the Mulliken partial charges, in e, on atoms 1 to 8:
1. C -0.671
2. C -0.173
3. C -0.679
4. C -0.706
5. C 0.657
6. C -1.022
7. C 0.384
8. C 0.721



[3]
The following is a DFT calculation (ωB97M-V/def2-TZVPD) of C10H10Br2ClN4O2Rh as an isolated structure.

As for the net charge: +2. The electronic energy is -6474.69972 Eh. As for the largest force on an atom: 0.58 eV/A.

Structure (XYZ):
```
30
C10H10Br2ClN4O2Rh (ωB97M-V/def2-TZVPD)
Rh -0.923 -0.115 0.603
Br -2.164 1.106 -1.039
C -2.907 -0.593 1.099
Br -2.163 -0.335 2.796
H -3.103 -1.623 0.828
H -3.634 0.168 0.860
N 1.396 5.386 3.229
C 1.345 4.393 2.361
N 1.910 4.501 1.165
N 0.700 3.276 2.781
C 0.446 2.296 2.035
N 0.157 1.363 1.379
H 1.867 6.255 3.036
H 0.965 5.261 4.131
H 2.395 5.337 0.882
H 1.887 3.737 0.510
Cl 1.984 -5.410 -5.070
C 1.357 -4.317 -3.920
C 2.221 -3.418 -3.291
C 1.717 -2.525 -2.376
C 0.349 -2.553 -2.071
C -0.512 -3.468 -2.692
C -0.007 -4.339 -3.630
C -0.189 -1.641 -1.109
O 0.239 -0.427 -0.945
O -1.146 -1.917 -0.297
H 3.274 -3.432 -3.534
H 2.372 -1.816 -1.887
H -1.566 -3.477 -2.449
H -0.652 -5.041 -4.140
```

These are the Mulliken partial charges, in e, on atoms 1 to 8:
1. Rh 0.223
2. Br 0.097
3. C -0.122
4. Br 0.174
5. H 0.324
6. H 0.521
7. N -0.333
8. C 0.735



[4]
The following is a DFT calculation (ωB97M-V/def2-TZVPD) of C14H31N5NaO4P2 as an isolated structure.

As for the net charge: +1. The electronic energy is -1971.88964 Eh. Its relative energy (zero: lowest compared OMol25 entry of this formula, charge and spin) is 1.3 kcal per mole. As for the largest force on an atom: 0.77 eV/A.

Structure (XYZ):
```
57
C14H31N5NaO4P2 (ωB97M-V/def2-TZVPD)
Na -1.314 -1.081 0.126
C 3.017 -0.727 -2.412
N 2.108 0.248 -1.798
C 1.122 0.767 -2.745
P 1.696 0.009 -0.232
O 0.817 -1.136 0.118
O 0.977 1.410 0.145
P -0.504 2.027 0.265
O -1.553 1.030 -0.075
N -0.439 2.613 1.796
C -0.018 1.740 2.890
C -1.482 3.558 2.197
N -0.544 3.303 -0.742
C -1.675 3.559 -1.629
C 0.404 4.403 -0.615
N 3.097 -0.026 0.589
C 4.072 1.054 0.465
C 3.241 -0.826 1.802
H 3.502 -0.256 -3.266
H 2.479 -1.614 -2.758
H 3.782 -1.032 -1.702
H 1.651 1.157 -3.614
H 0.555 1.584 -2.305
H 0.433 -0.012 -3.083
H 0.820 1.118 2.582
H -0.835 1.099 3.237
H 0.309 2.358 3.727
H -1.726 4.229 1.375
H -1.110 4.160 3.025
H -2.394 3.046 2.517
H -2.318 2.685 -1.670
H -1.310 3.781 -2.633
H -2.255 4.416 -1.275
H 1.269 4.097 -0.030
H -0.055 5.269 -0.130
H 0.746 4.701 -1.607
H 3.948 1.567 -0.487
H 5.079 0.638 0.507
H 3.957 1.779 1.276
H 2.498 -1.619 1.817
H 3.126 -0.208 2.698
H 4.236 -1.272 1.820
O -3.536 -1.587 0.205
C -4.062 -2.898 0.067
C -2.935 -3.903 0.013
C -3.251 -5.259 -0.002
C -2.226 -6.181 -0.069
C -0.915 -5.724 -0.113
C -0.696 -4.361 -0.088
N -1.683 -3.460 -0.028
H -4.235 -0.933 0.110
H -4.654 -2.978 -0.849
H -4.715 -3.139 0.912
H -4.286 -5.574 0.038
H -2.441 -7.241 -0.083
H -0.079 -6.407 -0.163
H 0.306 -3.951 -0.116
```

These are the Mulliken partial charges, in e, on atoms 1 to 8:
1. Na 1.097
2. C -0.980
3. N 0.383
4. C -0.688
5. P 0.264
6. O -1.000
7. O 0.379
8. P 0.471



Which of these has the highest electronic energy? C11H10NO2



What is the electronic energy in the fourth record? -1971.88964 Eh



Which of these has the lowest electronic energy? C10H10Br2ClN4O2Rh